Here is a molecular structure, C36H46BaBrF4N4O4S3 from the Open Molecules 2025 dataset. Energies are from ωB97M-V/def2-TZVPD.

Structure (XYZ):
```
99
Properties=species:S:1:pos:R:3:lowdin_charge:R:1
Ba -0.17 0.72 0.57 1.750
C 1.09 -4.30 -2.00 -0.071
C 1.68 -3.16 -1.17 -0.264
N 2.25 -3.53 0.12 -0.174
C 3.37 -4.44 0.04 -0.270
C 4.53 -3.88 -0.78 -0.090
C 1.27 -3.94 1.12 -0.191
C 0.19 -2.89 1.41 -0.253
N 0.74 -1.58 1.69 -0.155
C 1.32 -1.32 2.86 -0.249
C 2.12 -0.15 3.01 -0.196
F 2.40 0.62 1.90 -0.059
C 2.72 0.25 4.17 -0.244
F 3.46 1.38 4.15 0.070
C 2.62 -0.47 5.34 0.032
C 1.89 -1.64 5.25 -0.232
F 1.74 -2.41 6.34 0.065
C 1.28 -2.05 4.08 -0.139
F 0.58 -3.22 4.15 0.048
H 0.52 -3.90 -2.84 0.059
H 1.86 -4.96 -2.40 0.063
H 0.40 -4.91 -1.41 0.069
H 2.46 -2.66 -1.74 0.066
H 0.92 -2.40 -0.99 0.065
H 3.71 -4.62 1.06 0.113
H 3.08 -5.43 -0.37 0.111
H 4.75 -2.86 -0.44 0.071
H 5.41 -4.50 -0.64 0.067
H 4.30 -3.85 -1.84 0.059
H 0.77 -4.89 0.85 0.115
H 1.83 -4.13 2.04 0.112
H -0.45 -2.80 0.54 0.079
H -0.44 -3.30 2.20 0.106
H 3.06 -0.14 6.27 0.120
O -0.97 3.32 -1.09 -0.062
C -2.14 3.63 -1.74 -0.271
C -2.11 4.55 -2.79 -0.036
C -3.27 4.88 -3.47 -0.099
C -4.47 4.29 -3.09 -0.098
C -4.49 3.38 -2.04 -0.053
C -3.33 3.02 -1.36 -0.086
C -3.32 2.00 -0.21 -0.448
O -2.36 1.08 -0.36 -0.550
N -4.69 1.37 -0.05 0.001
N -4.91 0.05 -0.20 0.024
C -4.36 -0.70 -1.07 -0.240
C -3.46 -0.36 -2.18 -0.602
Br -1.85 -1.43 -2.18 0.798
C -3.76 0.44 -3.20 -0.108
C -2.90 0.93 -4.29 -0.221
C -3.45 1.11 -5.56 -0.038
C -2.69 1.62 -6.60 -0.095
C -1.37 1.98 -6.38 -0.102
C -0.83 1.84 -5.11 -0.090
C -1.58 1.32 -4.07 -0.053
H -0.33 4.02 -1.29 0.098
H -1.17 4.99 -3.08 0.112
H -3.24 5.58 -4.29 0.096
H -5.39 4.54 -3.61 0.093
H -5.41 2.92 -1.73 0.104
H -3.20 2.59 0.72 0.133
H -5.08 1.64 0.84 0.114
H -4.64 -1.75 -0.99 0.094
H -4.77 0.84 -3.17 0.124
H -4.49 0.84 -5.73 0.112
H -3.13 1.74 -7.58 0.096
H -0.78 2.40 -7.19 0.095
H 0.19 2.17 -4.92 0.090
H -1.16 1.25 -3.07 0.089
C 1.81 -1.01 -5.94 -0.097
C 1.89 -1.01 -4.41 -0.297
C 2.63 0.22 -3.90 -0.349
S 2.78 0.15 -2.11 0.938
O 1.36 0.23 -1.62 -0.707
C 3.49 1.80 -1.84 -0.330
C 4.36 1.84 -0.59 -0.290
C 5.64 1.01 -0.74 -0.108
H 1.24 -1.86 -6.29 0.075
H 2.81 -1.06 -6.38 0.072
H 1.32 -0.10 -6.30 0.064
H 2.39 -1.91 -4.06 0.102
H 0.88 -1.01 -3.99 0.089
H 2.07 1.13 -4.11 0.085
H 3.64 0.30 -4.32 0.101
H 2.61 2.45 -1.74 0.095
H 4.05 2.10 -2.74 0.093
H 3.78 1.49 0.26 0.092
H 4.62 2.88 -0.39 0.114
H 5.40 -0.05 -0.87 0.054
H 6.25 1.10 0.16 0.075
H 6.23 1.35 -1.59 0.073
C -2.76 5.28 4.10 -0.157
O -2.29 3.95 4.21 -0.266
C -1.41 3.50 3.28 -1.394
S -0.94 4.46 2.00 0.534
S -0.90 1.91 3.59 0.448
H -3.40 5.42 4.98 0.083
H -3.34 5.42 3.19 0.068
H -1.94 6.00 4.11 0.064
```

Relative energy (zero: lowest compared OMol25 entry of this formula, charge and spin) (eV): 0.7269
LUMO level (eV): 1.709
DFT total energy (eV): -166342.4610
E_HOMO (eV): -4.26
Charge: -1